{"formula": "C24H42F7INO8P2", "method": "ωB97M-V/def2-TZVPD", "lumo_energy_ev": 1.00, "orbital_gap_ev": 8.768, "homo_ev": -7.77, "charge": -1, "elements": ["I", "P", "P", "F", "F", "F", "F", "F", "F", "F", "O", "O", "O", "O", "O", "O", "O", "O", "N", "C", "C", "C", "C", "C", "C", "C", "C", "C", "C", "C", "C", "C", "C", "C", "C", "C", "C", "C", "C", "C", "C", "C", "C", "H", "H", "H", "H", "H", "H", "H", "H", "H", "H", "H", "H", "H", "H", "H", "H", "H", "H", "H", "H", "H", "H", "H", "H", "H", "H", "H", "H", "H", "H", "H", "H", "H", "H", "H", "H", "H", "H", "H", "H", "H", "H"], "coordinates": [[-3.48, -2.23, -0.93], [-1.38, 5.67, -5.96], [-5.12, -2.34, 3.50], [-0.53, 5.21, -4.61], [-6.01, -0.40, 0.41], [-0.78, 6.91, -6.88], [-2.09, 4.18, -5.85], [-2.82, 6.00, -6.72], [-0.19, 4.84, -6.79], [-1.85, 6.89, -4.93], [-2.45, 3.14, -3.29], [-6.29, -3.24, 3.46], [-4.08, -4.49, 1.62], [8.09, -3.60, -0.14], [-1.42, -0.76, 3.35], [-3.42, 0.11, 3.70], [-2.14, 2.17, -1.27], [-4.13, -6.39, 0.41], [-2.79, -0.37, 1.46], [-4.70, -1.72, 1.83], [7.48, -2.42, 0.33], [-4.67, -5.41, 0.83], [6.88, -0.03, -0.26], [5.45, 0.42, 0.06], [-3.28, -1.78, 1.22], [-2.23, 0.76, -3.26], [-4.16, 1.21, -0.19], [-2.33, -2.85, 1.75], [1.54, 2.16, 1.18], [4.03, 1.99, 1.56], [0.35, 1.63, 0.39], [-0.87, 1.29, 1.27], [-2.47, -0.33, 3.10], [7.27, -4.38, -0.98], [-1.50, 0.00, 0.80], [-2.67, -4.29, 1.44], [-2.30, 2.13, -2.66], [-3.95, 0.56, 1.20], [2.90, 1.83, 0.55], [6.98, -1.48, -0.75], [-3.33, 2.43, -0.55], [-5.19, -0.30, 1.52], [5.42, 1.55, 1.08], [5.97, -1.78, -1.06], [6.21, -4.25, -0.74], [-5.77, 0.08, 2.36], [-0.79, -0.80, 0.99], [7.49, 0.09, 0.64], [3.78, 1.41, 2.45], [-3.09, 3.03, 0.32], [-1.56, 2.12, 1.31], [4.99, 0.77, -0.86], [8.22, -1.92, 0.94], [-1.67, 0.02, -0.28], [1.48, 3.25, 1.29], [7.52, -5.43, -0.81], [-5.71, -5.15, 0.62], [4.90, -0.43, 0.47], [-3.97, -2.94, 4.04], [-2.25, -2.75, 2.82], [-2.15, -4.91, 2.17], [-3.21, 0.49, -3.66], [0.04, 2.41, -0.30], [1.56, 1.76, 2.19], [-0.49, 1.16, 2.28], [7.62, -1.54, -1.63], [6.65, -2.68, 1.00], [-2.34, -4.65, 0.47], [-1.53, 0.81, -4.09], [-5.34, -1.19, 4.25], [5.97, 1.21, 1.95], [7.44, -4.15, -2.03], [0.64, 0.77, -0.21], [-1.33, -2.68, 1.38], [5.99, 2.41, 0.71], [-5.18, 1.58, -0.14], [4.07, 3.03, 1.87], [7.29, 0.65, -1.00], [-3.92, 1.40, 1.89], [2.86, 0.80, 0.21], [-4.14, 0.51, -1.02], [3.09, 2.51, -0.28], [-1.87, 0.02, -2.56], [-5.30, -2.39, 1.23], [-3.95, 3.07, -1.18]], "lowdin_charge": [1.15, 0.38, 0.76, -0.22, -0.02, -0.23, -0.22, -0.23, -0.23, -0.23, 0.17, -0.42, -0.10, -0.19, 0.12, 0.06, -0.07, 0.09, -0.07, -0.35, -0.25, -0.35, -0.20, -0.23, -0.61, 0.02, -0.11, -0.21, -0.20, -0.21, -0.17, -0.15, -0.69, -0.12, -0.14, -0.21, -0.48, -0.16, -0.22, -0.18, -0.17, -0.27, -0.21, 0.11, 0.09, 0.15, 0.12, 0.10, 0.11, 0.12, 0.11, 0.12, 0.12, 0.08, 0.12, 0.08, 0.15, 0.12, 0.03, 0.09, 0.14, 0.09, 0.11, 0.11, 0.11, 0.12, 0.13, 0.10, 0.10, 0.03, 0.10, 0.09, 0.11, 0.12, 0.11, 0.13, 0.11, 0.11, 0.15, 0.10, 0.05, 0.13, 0.03, 0.08, 0.13]}

{"formula": "C24H42GaN2O", "method": "ωB97M-V/def2-TZVPD", "lumo_energy_ev": -5.81, "orbital_gap_ev": 2.719, "homo_ev": -8.53, "charge": 1, "elements": ["Ga", "O", "N", "N", "C", "C", "C", "C", "C", "C", "C", "C", "C", "C", "C", "C", "C", "C", "C", "C", "C", "C", "C", "C", "C", "C", "C", "C", "H", "H", "H", "H", "H", "H", "H", "H", "H", "H", "H", "H", "H", "H", "H", "H", "H", "H", "H", "H", "H", "H", "H", "H", "H", "H", "H", "H", "H", "H", "H", "H", "H", "H", "H", "H", "H", "H", "H", "H", "H", "H"], "coordinates": [[-2.74, -0.94, -2.38], [-0.47, 3.68, -3.05], [-3.20, 1.03, 2.20], [-0.31, -2.77, 7.40], [3.04, 3.07, -4.80], [-2.00, -2.42, 5.76], [-3.07, 1.61, 3.42], [-0.56, 3.03, -1.72], [-1.44, -1.19, 5.39], [-1.77, -1.73, -4.02], [1.84, -1.87, -2.24], [4.27, 1.29, -3.07], [-1.43, -3.19, 6.76], [0.32, -3.62, 8.43], [0.98, -1.66, -3.66], [2.55, -0.44, -1.77], [3.76, 1.57, -4.63], [-3.87, 1.78, 1.12], [-0.41, -2.58, -3.68], [-2.14, -0.95, 3.01], [3.93, -0.27, -2.68], [-0.30, -0.77, 6.09], [-2.74, -0.21, 1.98], [0.25, -1.58, 7.09], [1.42, 2.84, -4.59], [0.94, 3.93, -3.42], [-2.02, -0.40, 4.29], [-2.48, 0.91, 4.48], [1.02, 5.02, -3.86], [3.88, -0.93, -3.68], [-1.52, 2.33, -1.69], [-3.40, -2.04, -1.40], [1.70, -2.05, -4.51], [-4.00, -0.08, -2.96], [-4.90, 1.95, 1.43], [2.74, -2.63, -2.42], [4.68, 1.59, -5.38], [-0.47, -3.25, -2.72], [-1.78, -1.95, 2.79], [-1.86, 0.15, -1.56], [0.36, 2.35, -1.46], [5.45, 1.38, -3.09], [0.78, -0.53, -3.88], [-2.51, -2.46, -4.58], [1.14, -2.30, -1.38], [-1.85, -4.15, 7.06], [-0.28, -4.52, 8.59], [1.69, 3.76, -2.51], [0.19, 0.17, 5.85], [0.91, 3.11, -5.63], [3.49, 3.80, -3.99], [-3.33, 2.73, 0.98], [1.81, 0.46, -1.94], [-0.25, -3.35, -4.59], [3.23, 3.45, -5.89], [1.14, 1.75, -4.22], [0.38, -3.04, 9.35], [-3.45, 2.62, 3.54], [4.81, -0.69, -1.99], [1.31, -3.89, 8.07], [1.14, -1.29, 7.64], [-3.84, 1.20, 0.19], [-2.41, 1.39, 5.45], [3.77, 2.07, -2.35], [3.00, 0.70, -4.94], [2.83, -0.52, -0.61], [-0.69, 3.81, -0.83], [-1.51, -0.88, -4.79], [-2.90, -2.79, 5.26], [-2.85, -0.63, 0.98]], "lowdin_charge": [0.15, -0.25, -0.07, -0.09, -0.21, 0.06, 0.03, -0.15, -0.13, -0.40, -0.22, -0.20, 0.03, 0.04, -0.20, -0.22, -0.21, 0.05, -0.30, 0.07, -0.23, 0.06, 0.05, 0.03, -0.17, -0.22, -0.15, 0.05, 0.14, 0.11, 0.05, -0.16, 0.11, -0.15, 0.12, 0.11, 0.11, 0.09, 0.15, -0.15, 0.08, 0.11, 0.09, 0.05, 0.10, 0.15, 0.11, 0.12, 0.15, 0.12, 0.11, 0.12, 0.09, 0.10, 0.11, 0.10, 0.12, 0.16, 0.11, 0.12, 0.16, 0.09, 0.14, 0.10, 0.10, 0.10, 0.09, 0.05, 0.15, 0.11]}

{"formula": "C24H42LaNOP3", "method": "ωB97M-V/def2-TZVPD", "lumo_energy_ev": [-8.76, -10.30], "orbital_gap_ev": [8.171, 4.675], "homo_ev": [-16.93, -14.97], "charge": 3, "elements": ["La", "P", "P", "P", "O", "N", "C", "C", "C", "C", "C", "C", "C", "C", "C", "C", "C", "C", "C", "C", "C", "C", "C", "C", "C", "C", "C", "C", "C", "C", "H", "H", "H", "H", "H", "H", "H", "H", "H", "H", "H", "H", "H", "H", "H", "H", "H", "H", "H", "H", "H", "H", "H", "H", "H", "H", "H", "H", "H", "H", "H", "H", "H", "H", "H", "H", "H", "H", "H", "H", "H", "H"], "coordinates": [[-1.87, 1.21, -1.36], [2.48, -1.49, 0.70], [-2.20, -1.83, -0.80], [0.54, 2.96, -0.95], [0.85, -0.71, -2.18], [-1.75, 1.32, 1.07], [1.13, -2.19, 1.68], [-1.16, -1.15, -5.22], [0.65, 4.42, -2.08], [-3.07, 3.06, -2.10], [-1.64, 1.12, 2.23], [-2.72, 0.80, 4.39], [-1.41, 0.34, 6.39], [-3.54, -2.45, -1.89], [0.48, -0.64, -3.44], [-0.12, -1.62, -6.03], [2.74, 0.15, 1.43], [2.14, 2.23, -1.49], [-0.24, 0.40, 5.62], [1.22, -1.41, -5.63], [1.52, -0.83, -4.42], [1.09, 3.76, 0.61], [-2.68, -2.55, 0.81], [-0.30, 0.67, 4.25], [-2.27, 2.76, -3.20], [-2.65, 0.54, 5.76], [-0.92, -3.07, -1.28], [3.95, -2.46, 1.06], [-0.88, -0.56, -3.98], [-1.55, 0.86, 3.61], [1.48, -2.28, 2.72], [-0.33, -2.09, -6.99], [-0.33, 4.92, -2.12], [-1.80, -2.78, 1.42], [0.25, -1.52, 1.66], [-2.81, 3.86, -1.39], [-3.67, -3.51, -1.68], [-1.36, 0.16, 7.47], [3.96, -2.69, 2.14], [2.25, 1.21, -1.10], [1.43, 3.02, 1.34], [-4.08, 2.60, -1.93], [-4.46, -1.91, -1.68], [-1.40, 3.37, -3.45], [-3.25, -3.47, 0.63], [2.28, -1.54, -0.73], [-1.75, -0.16, -3.42], [2.03, -1.66, -6.31], [-3.57, 0.49, 6.36], [1.41, 5.10, -1.67], [-2.21, -1.22, -5.55], [2.53, -0.58, -4.09], [-3.70, 0.96, 3.93], [0.94, 4.09, -3.09], [4.84, -1.89, 0.80], [3.01, 0.01, 2.49], [-0.32, -2.66, -2.10], [0.27, 4.34, 1.04], [0.62, 0.74, 3.68], [-3.32, -1.85, 1.36], [2.97, 2.87, -1.16], [1.82, 0.74, 1.38], [-3.26, -2.31, -2.94], [0.72, 0.24, 6.11], [-2.62, 2.20, -4.09], [3.56, 0.67, 0.93], [2.13, 2.16, -2.58], [1.92, 4.44, 0.36], [3.91, -3.40, 0.49], [0.85, -3.20, 1.32], [-1.42, -3.99, -1.60], [-0.25, -3.25, -0.44]], "lowdin_charge": [1.60, 0.92, 0.71, 0.72, -0.13, -0.02, -0.21, -0.03, -0.26, -0.37, -0.09, 0.00, -0.01, -0.27, -0.38, 0.01, -0.21, -0.28, -0.04, -0.02, 0.03, -0.26, -0.26, -0.03, -0.31, -0.03, -0.24, -0.19, -0.05, -0.23, 0.08, 0.14, 0.05, 0.03, 0.04, 0.08, 0.06, 0.13, 0.08, -0.01, 0.03, 0.08, 0.05, 0.04, 0.06, 0.06, 0.02, 0.13, 0.13, 0.07, 0.14, 0.13, 0.13, 0.06, 0.08, 0.08, 0.01, 0.06, 0.10, 0.04, 0.08, 0.03, 0.04, 0.12, 0.08, 0.07, 0.05, 0.06, 0.08, 0.06, 0.07, 0.01]}

no.,electronic energy (a.u.)
1,-3276.04009
2,-3048.56733
3,-2124.32992